w) Here is a 2-piece molecular cluster, C4H9N4 overall from OMol25. Energies are from the ωB97M-V functional and the def2-TZVPD basis.

```
! wB97M-V def2-TZVPD RIJCOSX def2/J DEFGRID3
* xyz 1 1
H 0.516 3.444 0.467
H 2.223 -4.364 0.541
H 2.815 -3.105 -0.626
C 0.874 1.473 -0.464
H -3.487 1.440 -0.290
N 2.171 -3.412 0.136
N -3.696 2.198 -0.946
N 0.376 -2.569 1.415
N 1.457 -1.002 -0.083
H -3.267 2.142 -1.816
C 1.309 -2.600 0.624
H -0.176 -1.952 1.822
H 1.223 1.902 1.466
H -4.730 2.372 -1.241
C 0.816 2.375 0.575
C 1.239 0.124 -0.192
H 0.338 1.534 -1.388
*
```

## Properties
**HOMO**: -12.2 eV
**Gap between HOMO and LUMO**: 7.74 eV

=====

x) Here is an isolated ion of composition C4H9N4 and charge +1 from OMol25. Energies are from the ωB97M-V functional and the def2-TZVPD basis.

```
! wB97M-V def2-TZVPD RIJCOSX def2/J DEFGRID3
* xyz 1 1
C -0.344 0.154 -0.006
H 0.276 2.384 -2.387
H 0.092 0.164 2.118
C -0.609 -1.911 1.436
N -0.244 1.784 -1.786
N -1.752 0.637 0.018
C 0.162 -0.607 1.254
H -1.209 1.896 -1.483
N 1.694 0.697 -1.194
N -1.614 -0.396 -0.567
H 1.970 0.136 -0.420
H 2.183 1.368 -1.750
H -0.409 -2.279 2.545
H -1.640 -1.671 1.530
H -0.321 -2.546 0.691
C 0.428 0.913 -1.098
H 1.338 -0.724 1.099
*
```

## Properties
**SMILES**: CCC1(C(N)=[NH2+])N=N1
**HOMO**: -14.6 eV
**Gap between HOMO and LUMO**: 10.45 eV

=====

y) Here is C4H9N4 as an isolated structure from OMol25. Energies are from the ωB97M-V functional and the def2-TZVPD basis.

```
! wB97M-V def2-TZVPD RIJCOSX def2/J DEFGRID3
* xyz 1 1
H 1.301 0.714 -1.953
N -2.114 1.743 0.498
H 2.079 -2.013 0.285
H 2.257 0.852 -0.481
C -2.646 0.567 0.376
H 1.909 -0.671 1.405
H -0.398 2.578 0.090
H 2.379 -0.648 -1.359
C 1.687 0.169 -1.192
N 0.696 -0.446 -0.283
C 1.342 -1.335 0.754
H 0.503 -1.864 1.185
H -3.775 0.502 0.482
C -1.762 -0.438 -0.035
H -2.072 -1.528 -0.015
N -0.539 0.060 -0.099
N -0.846 1.760 0.340
*
```

## Properties
**HOMO**: -13.6 eV
**Gap between HOMO and LUMO**: 8.93 eV

=====

Stability order, top to bottom: x), w), y)

=====

w) Here is an isolated ion of composition C6H16N2 and charge +1 from OMol25. Energies are from the ωB97M-V functional and the def2-TZVPD basis.

```
! wB97M-V def2-TZVPD RIJCOSX def2/J DEFGRID3
* xyz 1 2
C -0.064 0.820 -0.239
H 1.210 -3.065 1.936
C -0.438 -0.503 0.546
H -0.858 -0.294 1.546
H 0.187 1.639 1.655
H 0.435 -1.953 2.909
H 1.317 -2.177 -0.899
C 1.765 -1.579 -0.105
C -0.936 2.365 -1.977
H 0.149 2.416 -2.131
H -1.069 2.367 0.800
N 0.819 -1.210 0.977
H -1.502 2.387 -2.916
C -1.134 0.975 -1.350
H -2.089 0.647 -0.949
H -0.550 -2.782 1.665
H -0.806 0.192 -2.027
H -1.224 3.181 -1.319
H 2.168 -0.639 -0.490
H -1.133 -1.087 -0.044
N -0.148 1.939 0.748
H 0.978 0.862 -0.553
H 2.530 -2.201 0.342
C 0.395 -2.300 1.875
*
```

## Properties
**HOMO (alpha / beta)**: -13.6 / -13.0 eV
**Gap between HOMO and LUMO (alpha / beta)**: 10.96 / 5.19 eV

=====

x) Here is an isolated ion of composition C6H16N2 and charge +1 from OMol25. Energies are from the ωB97M-V functional and the def2-TZVPD basis.

```
! wB97M-V def2-TZVPD RIJCOSX def2/J DEFGRID3
* xyz 1 2
N -1.318 1.930 -1.836
H 1.704 -0.745 -0.376
H 1.851 1.434 0.527
H -1.821 -0.172 1.670
C -1.164 -0.966 1.337
C 1.097 1.633 -0.238
C -0.178 0.883 0.065
H 0.333 -1.806 -0.666
N 0.087 -0.355 0.826
H 2.108 -1.776 1.843
H -0.889 -1.654 2.135
C 1.623 -2.337 1.042
H -0.892 1.422 0.704
H 1.002 2.707 -0.310
H -0.407 0.036 -1.947
H 1.492 1.427 -1.241
H 0.943 -3.038 1.521
H -1.598 2.555 -1.096
H -1.853 0.013 -1.010
H -1.636 -1.557 0.551
H 2.381 -2.927 0.530
C -0.979 0.646 -1.235
H -2.128 1.763 -2.415
C 0.933 -1.347 0.109
*
```

## Properties
**HOMO (alpha / beta)**: -13.6 / -13.6 eV
**Gap between HOMO and LUMO (alpha / beta)**: 11.02 / 6.08 eV

=====

Stability order, top to bottom: x), w)

=====

w) Here is a 6-piece molecular cluster, H13O6 overall from OMol25. Energies are from the ωB97M-V functional and the def2-TZVPD basis.

```
! wB97M-V def2-TZVPD RIJCOSX def2/J DEFGRID3
* xyz 2 2
O -0.937 0.937 2.167
H 0.056 -2.237 2.010
O 1.699 -0.598 -0.443
H 1.291 0.815 0.224
H -1.275 1.159 3.100
H -1.107 -1.810 -2.121
O -0.207 -1.528 1.354
O -0.689 -1.202 -1.541
H 0.929 -0.791 -1.108
H -0.965 1.896 -2.557
H 2.515 -0.867 -0.885
O -0.341 1.464 -1.872
H 0.018 1.453 1.180
O 0.693 1.607 0.414
H 0.618 -1.182 0.923
H -1.044 -1.416 -0.653
H -0.579 0.500 -1.850
H -0.909 0.033 2.143
H 0.235 1.768 -0.485
*
```

## Properties
**HOMO (alpha / beta)**: -21.5 / -20.0 eV
**Gap between HOMO and LUMO (alpha / beta)**: 14.03 / 3.54 eV

=====

x) Here is a 6-piece molecular cluster, H13O6 overall from OMol25. Energies are from the ωB97M-V functional and the def2-TZVPD basis.

```
! wB97M-V def2-TZVPD RIJCOSX def2/J DEFGRID3
* xyz 2 2
H 0.031 3.192 -0.310
H -0.410 1.114 -0.040
O -2.594 -0.768 1.026
O 0.191 2.456 0.275
H -2.481 -1.154 1.895
H -0.665 0.233 -1.588
H 2.423 2.818 3.165
O -0.970 0.496 -0.668
H 0.727 -1.008 -3.024
H 0.046 -2.037 -2.140
O 0.687 -3.643 -1.089
O 2.630 2.574 2.233
H -3.518 -0.547 0.903
H -0.050 -4.297 -1.038
H 0.985 -3.606 -0.158
H 0.902 2.618 0.904
O -0.006 -1.086 -2.383
H 3.585 2.799 2.196
H -1.514 -0.154 -0.156
*
```

## Properties
**HOMO (alpha / beta)**: -19.1 / -17.7 eV
**Gap between HOMO and LUMO (alpha / beta)**: 12.61 / 2.07 eV

=====

Stability order, top to bottom: x), w)

=====

w) Here is a single C2H2ClN molecule from OMol25. Energies are from the ωB97M-V functional and the def2-TZVPD basis.

```
! wB97M-V def2-TZVPD RIJCOSX def2/J DEFGRID3
* xyz 0 1
C -0.321 -0.054 0.425
N 0.423 1.159 0.140
H 1.426 -0.356 -1.429
H -0.249 -0.524 1.329
Cl -2.066 -0.315 0.066
C 0.787 0.091 -0.531
*
```

## Properties
**SMILES**: Cl[C@H]1C=N1
**HOMO**: -10.3 eV
**Gap between HOMO and LUMO**: 10.78 eV

=====

x) Here is a single C2H2ClN molecule from OMol25. Energies are from the ωB97M-V functional and the def2-TZVPD basis.

```
! wB97M-V def2-TZVPD RIJCOSX def2/J DEFGRID3
* xyz 0 1
N -1.933 0.970 -0.657
H 0.961 -0.346 1.137
H 0.215 -1.479 -0.107
Cl 1.510 0.658 -0.425
C -0.985 0.480 -0.151
C 0.231 -0.283 0.203
*
```

## Properties
**SMILES**: N#CCCl
**HOMO**: -10.8 eV
**Gap between HOMO and LUMO**: 11.37 eV

=====

Stability order, top to bottom: x), w)